Record 1
The following is a quantum chemistry calculation of an isolated ion of composition C2H8N5 and charge +1 in a non-equilibrium geometry, from OMol25.

Output
**LUMO level**: -4.722 eV
**Total charge**: +1
**HOMO energy**: -13.7 eV
**Energy above the lowest of the compared OMol25 structures with the same formula, charge and spin**: 553.5 kJ/mol
**SMILES**: [H]/N=[N+](\N)NCN=C

Each atom is followed by the atoms it is bonded to, with distances in Å.
Positions of all 15 atoms, in Å:
1 H -2.884 -1.023 -0.980  N2 1.048
2 N -2.088 -0.342 -0.989  H1 1.048, N3 1.200
3 N -1.270 -0.102 -0.145  N2 1.200, N4 1.353, N5 1.370
4 N -1.226 -0.624 1.103  N3 1.353, H9 0.977, H10 0.996
5 N -0.656 1.119 -0.237  N3 1.370, C6 1.471, H11 1.036
6 C 0.720 1.118 0.282  N5 1.471, N7 1.507, H12 1.129, H13 1.061
7 N 1.173 -0.297 0.031  C6 1.507, C8 1.254
8 C 2.213 -0.783 -0.475  N7 1.254, H14 1.099, H15 1.116
9 H -1.479 -1.566 1.052  N4 0.977
10 H -0.635 -0.225 1.797  N4 0.996
11 H -0.802 1.707 -1.078  N5 1.036
12 H 1.236 1.905 -0.341  C6 1.129
13 H 0.565 1.153 1.331  C6 1.061
14 H 2.086 -1.874 -0.466  C8 1.099
15 H 3.048 -0.165 -0.884  C8 1.116

---

Record 2
The following is a quantum chemistry calculation of an isolated ion of composition C2H8N5O and charge +1 in a non-equilibrium geometry, from OMol25.

Output
**LUMO level (spin up / spin down)**: -3.653 / -3.652 eV
**Total charge**: +1
**HOMO energy (spin up / spin down)**: -12.0 / -12.0 eV
**Energy above the lowest of the compared OMol25 structures with the same formula, charge and spin**: 655.0 kJ/mol

Each atom is followed by the atoms it is bonded to, with distances in Å.
Positions of all 16 atoms, in Å:
1 C 0.040 -0.196 -1.546  N6 1.286, O8 1.338, H9 1.112
2 C 0.159 -1.180 1.043  N7 1.298, O8 1.614, H10 1.130
3 N -0.705 -1.440 3.057  N7 1.227, H11 1.090
4 N 0.309 0.938 -3.450  N6 1.286, H12 1.058, H13 0.979
5 N -0.129 0.668 2.376  N7 1.397, H14 1.027, H15 1.075
6 N 0.225 0.916 -2.167  C1 1.286, N4 1.286, H16 1.075
7 N -0.256 -0.710 2.179  C2 1.298, N3 1.227, N5 1.397
8 O 0.023 -0.170 -0.209  C1 1.338, C2 1.614
9 H -0.240 -1.096 -2.136  C1 1.112
10 H 0.064 -2.239 0.660  C2 1.130
11 H -0.572 -1.100 4.084  N3 1.090
12 H -0.043 0.089 -3.974  N4 1.058
13 H 0.174 1.827 -3.836  N4 0.979
14 H 0.791 1.025 2.094  N5 1.027
15 H -0.353 0.899 3.402  N5 1.075
16 H 0.511 1.768 -1.578  N6 1.075

---

Record 3
The following is a quantum chemistry calculation of a 2-piece molecular cluster, C2H8N5OS overall in a non-equilibrium geometry, from OMol25.

Output
**Multiplicity**: 3
**LUMO level (spin up / spin down)**: -3.036 / -5.958 eV
**⟨S²⟩**: 2.01
**Total charge**: +1
**HOMO energy (spin up / spin down)**: -12.8 / -12.8 eV

Each atom is followed by the atoms it is bonded to, with distances in Å.
Positions of all 17 atoms, in Å:
1 C 1.372 -0.166 0.305  N3 1.345, N4 1.335, N7 1.338
2 C -1.970 -1.148 0.084  N5 1.303, N6 1.371, O8 1.236
3 N 2.206 -0.365 1.341  C1 1.345, H10 0.970, H11 1.019
4 N 1.737 0.612 -0.716  C1 1.335, H12 0.940, H13 1.026
5 N -3.000 -1.007 -0.702  C2 1.303, H14 0.947, H15 1.069
6 N -0.897 -0.430 -0.378  C2 1.371, N7 1.277
7 N 0.124 -0.646 0.358  C1 1.338, N6 1.277, H16 1.056
8 O -1.869 -1.865 1.084  C2 1.236
9 S -1.465 2.089 0.681  H17 1.411
10 H 3.160 -0.284 1.189  N3 0.970
11 H 2.150 -1.175 1.957  N3 1.019
12 H 2.558 1.069 -0.684  N4 0.940
13 H 1.320 0.649 -1.652  N4 1.026
14 H -2.883 -0.531 -1.512  N5 0.947
15 H -3.906 -1.546 -0.522  N5 1.069
16 H -0.179 -1.218 1.192  N7 1.056
17 H -2.601 2.405 1.456  S9 1.411

---

Record 4
The following is a quantum chemistry calculation of one molecule with the formula C2H8N6 in a non-equilibrium geometry, from OMol25.

Output
**LUMO level**: 0.841 eV
**HOMO energy**: -7.7 eV
**Energy above the lowest of the compared OMol25 structures with the same formula, charge and spin**: 389.4 kJ/mol
**SMILES**: N/N=C/N(N)/C=N/N

Each atom is followed by the atoms it is bonded to, with distances in Å.
Positions of all 16 atoms, in Å:
1 N 2.459 -1.645 0.088  N2 1.387, H9 1.172, H10 1.108
2 N 1.229 -1.002 0.075  N1 1.387, C3 1.230
3 C 1.188 0.217 -0.080  N2 1.230, N4 1.366, H11 1.119
4 N 0.004 0.892 -0.167  C3 1.366, N5 1.433, C6 1.364
5 N 0.124 2.304 0.050  N4 1.433, H12 1.033, H13 0.995
6 C -1.269 0.419 -0.046  N4 1.364, N7 1.252, H14 1.112
7 N -1.575 -0.794 -0.108  C6 1.252, N8 1.403
8 N -2.890 -1.282 -0.120  N7 1.403, H15 1.025, H16 1.073
9 H 3.366 -0.972 -0.223  N1 1.172
10 H 2.433 -2.587 -0.493  N1 1.108
11 H 2.036 0.938 -0.195  C3 1.119
12 H 0.626 2.804 -0.702  N5 1.033
13 H 0.681 2.437 0.864  N5 0.995
14 H -2.019 1.216 0.151  C6 1.112
15 H -2.896 -2.205 0.324  N8 1.025
16 H -3.495 -0.740 0.581  N8 1.073

---

Record 5
The following is a quantum chemistry calculation of a 3-piece molecular cluster, C2H8N7O2 overall in a non-equilibrium geometry, from OMol25.

Output
**LUMO level**: -4.215 eV
**Total charge**: +1
**HOMO energy**: -12.4 eV
**Energy above the lowest of the compared OMol25 structures with the same formula, charge and spin**: 58.3 kJ/mol

Each atom is followed by the atoms it is bonded to, with distances in Å.
Positions of all 19 atoms, in Å:
1 C -1.360 0.289 0.007  N3 1.250, N4 1.153
2 C -0.701 -1.861 2.296  O10 1.143, O11 1.153
3 N -0.169 0.200 0.377  C1 1.250, H18 1.026
4 N -2.390 0.387 -0.503  C1 1.153, N5 1.372
5 N -3.588 0.931 -0.893  N4 1.372, H12 0.977, H13 1.029
6 N 1.179 1.466 -1.623  N8 1.274, H14 1.027, H15 1.094
7 N 2.641 -1.378 -0.153  N9 1.368, H16 0.977, H17 1.004
8 N 1.465 0.272 -1.284  N6 1.274, N9 1.311
9 N 2.389 -0.059 -0.414  N7 1.368, N8 1.311, H19 1.036
10 O -1.830 -1.683 2.255  C2 1.143
11 O 0.446 -1.954 2.352  C2 1.153
12 H -4.207 0.175 -0.907  N5 0.977
13 H -3.810 1.560 -0.109  N5 1.029
14 H 0.297 1.423 -2.148  N6 1.027
15 H 1.360 2.301 -0.940  N6 1.094
16 H 3.273 -1.427 0.591  N7 0.977
17 H 1.751 -1.836 -0.078  N7 1.004
18 H 0.096 0.639 1.265  N3 1.026
19 H 3.158 0.556 -0.092  N9 1.036

---

Record 6
The following is a quantum chemistry calculation of a 2-piece molecular cluster, C2H8NO overall in a non-equilibrium geometry, from OMol25.

Output
**LUMO level**: -3.603 eV
**Total charge**: +1
**HOMO energy**: -15.5 eV
**Energy above the lowest of the compared OMol25 structures with the same formula, charge and spin**: 101.2 kJ/mol

Each atom is followed by the atoms it is bonded to, with distances in Å.
Positions of all 12 atoms, in Å:
1 C -0.822 -0.176 -1.288  C2 1.312, N3 1.456, H4 1.118
2 C -0.504 0.996 -1.785  C1 1.312, H5 1.088, H6 1.093
3 N -0.268 -0.843 -0.118  C1 1.456, H7 1.034, H8 1.023, H9 1.069
4 H -1.592 -0.763 -1.848  C1 1.118
5 H -0.941 1.526 -2.629  C2 1.088
6 H 0.362 1.476 -1.323  C2 1.093
7 H 0.144 -0.189 0.569  N3 1.034
8 H -1.066 -1.320 0.307  N3 1.023
9 H 0.490 -1.547 -0.389  N3 1.069
10 H 1.732 0.923 2.428  O12 0.961
11 H 0.933 -0.182 3.196  O12 0.964
12 O 1.225 0.113 2.326  H10 0.961, H11 0.964

---

Record 7
The following is a quantum chemistry calculation of a 2-piece molecular cluster, C2H8NO overall in a non-equilibrium geometry, from OMol25.

Output
**LUMO level**: -3.892 eV
**Total charge**: +1
**HOMO energy**: -15.4 eV
**Energy above the lowest of the compared OMol25 structures with the same formula, charge and spin**: 187.8 kJ/mol

Each atom is followed by the atoms it is bonded to, with distances in Å.
Positions of all 12 atoms, in Å:
1 C -1.456 0.023 -0.601  C2 1.342, N3 1.445, H4 1.174
2 C -1.776 -1.093 0.074  C1 1.342, H5 1.176, H6 1.061
3 N -0.177 0.650 -0.843  C1 1.445, H7 1.027, H8 1.114, H9 1.080
4 H -2.288 0.565 -1.229  C1 1.174
5 H -2.808 -1.655 0.103  C2 1.176
6 H -1.035 -1.508 0.710  C2 1.061
7 H 0.494 0.577 -0.069  N3 1.027
8 H 0.200 0.191 -1.785  N3 1.114
9 H -0.025 1.712 -0.961  N3 1.080
10 H 2.804 -0.483 1.759  O12 0.957
11 H 2.990 0.930 1.444  O12 0.919
12 O 2.537 0.193 1.136  H10 0.957, H11 0.919

---

Record 8
The following is a quantum chemistry calculation of a 2-piece molecular cluster, C2H8NO overall in a non-equilibrium geometry, from OMol25.

Output
**LUMO level**: -3.918 eV
**Total charge**: +1
**HOMO energy**: -14.0 eV
**Energy above the lowest of the compared OMol25 structures with the same formula, charge and spin**: 134.9 kJ/mol

Each atom is followed by the atoms it is bonded to, with distances in Å.
Positions of all 12 atoms, in Å:
1 N -1.507 0.764 0.902  H2 1.032, H3 0.992, H4 1.023, H5 1.020
2 H -0.947 0.081 0.369  N1 1.032
3 H -2.464 0.681 0.651  N1 0.992
4 H -1.162 1.679 0.604  N1 1.023
5 H -1.329 0.668 1.902  N1 1.020
6 C 1.443 -0.948 0.225  C7 1.325, H9 1.079, H10 1.082
7 C 1.076 -0.228 -0.825  C6 1.325, O8 1.400, H11 1.089
8 O -0.155 -0.281 -1.489  C7 1.400, H12 0.965
9 H 2.209 -0.507 0.845  C6 1.079
10 H 1.130 -1.977 0.347  C6 1.082
11 H 1.656 0.635 -1.146  C7 1.089
12 H 0.051 -0.568 -2.387  O8 0.965

---

Which formula does entry 7 have?
C2H8NO